This record from the OMol25 dataset describes C26H36BN6RuSe4Te as an isolated structure in a non-equilibrium geometry. The level of theory is wB97M-V/def2-TZVPD.

Output
⟨S²⟩ = 0.787
Net charge = 0
LUMO (spin up / spin down) = -0.60 / -1.65 eV
HOMO-LUMO gap (spin up / spin down) = 6.681 / 5.478 eV
2S+1 = 2

The geometry in XYZ format:
```
75
Properties=species:S:1:pos:R:3:forces:R:3
Ru 0.0007 -0.4942 0.4601 -0.007 -0.562 0.598
C -4.1142 2.2197 1.1367 -0.001 -0.007 0.004
C -3.1254 1.6133 2.1398 -0.029 -0.064 -0.212
C -3.3981 0.1343 2.2979 -0.004 -0.005 0.103
C -1.7156 2.0535 1.7937 0.048 -0.192 0.024
C -1.3990 3.4094 1.9416 -0.001 0.033 0.071
C -0.0761 3.5246 1.6104 -0.071 0.029 -0.034
N 0.3734 2.3174 1.2713 0.020 -0.175 0.311
N -0.6157 1.3790 1.3776 -0.011 0.082 -0.449
B 1.8165 2.0042 0.8732 0.053 -0.089 -0.104
N 1.8072 1.6037 -0.6037 0.305 0.091 -0.069
C 2.3291 2.2266 -1.6642 0.064 -0.145 -0.019
C 2.1406 1.4229 -2.7684 -0.029 0.019 -0.073
C 1.4627 0.2952 -2.2921 0.106 -0.041 0.046
N 1.2683 0.4270 -0.9740 -0.462 0.304 -0.005
C 1.1009 -0.9378 -3.0590 0.017 0.031 -0.058
C 2.3680 -1.5851 -3.6270 -0.020 -0.004 0.040
C 0.1099 -0.6296 -4.1808 0.007 0.030 0.013
N 2.3561 0.8356 1.7077 0.001 0.135 0.170
C 3.4501 0.7897 2.4779 0.049 -0.119 -0.090
C 3.6077 -0.5056 2.9235 0.033 -0.010 -0.021
C 2.5336 -1.2178 2.3689 -0.023 0.043 0.100
N 1.7757 -0.3782 1.6587 -0.080 0.004 -0.100
C 2.2274 -2.6839 2.4707 0.040 -0.022 -0.044
C 2.2173 -3.3318 1.0831 -0.011 0.031 0.014
C 3.2084 -3.4015 3.3922 -0.024 0.023 -0.001
H -5.1361 1.9907 1.4434 -0.003 0.000 0.003
H -3.9497 1.8054 0.1407 -0.020 0.000 0.029
H -4.0110 3.3026 1.0684 0.005 -0.005 -0.039
H -3.3130 2.0760 3.1145 0.006 0.055 -0.036
H -3.2426 -0.3982 1.3614 -0.014 -0.031 0.001
H -4.4376 -0.0145 2.5961 -0.005 0.041 0.012
H -2.7696 -0.2956 3.0758 -0.044 -0.024 0.014
H -2.0675 4.1859 2.2705 -0.003 -0.013 0.019
H 0.5843 4.3749 1.5936 0.022 -0.014 0.017
H 2.5268 2.9601 1.0241 -0.141 0.070 0.034
H 2.8164 3.1808 -1.5547 0.007 0.003 0.014
H 2.4454 1.6212 -3.7813 0.013 -0.014 0.001
H 0.6440 -1.6399 -2.3596 0.016 0.038 -0.035
H 2.8482 -0.9210 -4.3490 0.010 -0.013 0.004
H 2.1185 -2.5163 -4.1378 0.006 -0.007 -0.001
H 3.0888 -1.8047 -2.8380 0.002 -0.008 -0.002
H 0.5450 0.0805 -4.8888 -0.001 -0.015 -0.015
H -0.8073 -0.1985 -3.7809 0.039 -0.028 -0.003
H -0.1396 -1.5426 -4.7249 -0.008 -0.002 -0.013
H 4.0465 1.6721 2.6348 -0.001 0.012 -0.001
H 4.3948 -0.8882 3.5483 -0.011 -0.003 0.012
H 1.2289 -2.7859 2.9048 0.013 0.010 -0.040
H 3.2288 -3.3634 0.6712 -0.009 0.019 -0.009
H 1.5921 -2.7749 0.3785 -0.028 -0.024 -0.002
H 1.8281 -4.3493 1.1322 0.018 -0.016 0.009
H 4.2277 -3.3419 3.0043 0.001 -0.002 0.000
H 2.9401 -4.4554 3.4704 0.014 -0.004 0.003
H 3.1969 -2.9739 4.3957 0.010 -0.011 0.000
Se -1.1465 -2.0320 1.9668 0.637 -0.091 -0.121
Se -1.7240 -3.8386 0.6355 -0.514 -0.488 2.207
Se -1.4343 -3.0313 -1.4103 0.585 0.890 -1.799
Se -1.8716 -0.7661 -1.0579 -0.697 0.113 -0.495
C -2.8171 2.1235 -4.0401 0.013 -0.058 0.018
Te -1.8141 2.4722 -2.1804 0.119 0.229 -0.080
C -1.4305 4.4403 -2.9493 -0.009 0.008 0.051
C -2.1380 4.5364 -4.2771 -0.028 -0.037 -0.016
C -2.1320 5.7301 -4.9979 -0.005 -0.009 0.002
C -2.7811 5.8274 -6.2163 0.009 -0.006 0.019
C -3.4494 4.7230 -6.7312 0.003 -0.013 0.012
C -3.4583 3.5343 -6.0227 0.010 0.011 0.003
C -2.8046 3.4283 -4.7956 0.023 0.017 0.017
H -3.8343 1.7877 -3.8484 -0.003 -0.001 0.023
H -2.2996 1.3401 -4.5927 0.007 0.016 -0.007
H -0.3562 4.5813 -3.0643 0.007 -0.025 -0.005
H -1.7988 5.1891 -2.2499 -0.021 0.001 -0.001
H -1.6131 6.5902 -4.5906 0.000 0.006 -0.007
H -2.7693 6.7614 -6.7627 -0.003 0.003 -0.002
H -3.9638 4.7904 -7.6810 0.002 0.003 -0.004
H -3.9798 2.6714 -6.4202 0.000 -0.001 -0.005
```
Forces are in eV/Å.

=====

This record from the OMol25 dataset describes C42H34BrIrN2OP2S as an isolated structure in a non-equilibrium geometry. The level of theory is wB97M-V/def2-TZVPD.

Output
Net charge = +2
LUMO = -6.65 eV
HOMO-LUMO gap = 6.339 eV
2S+1 = 1

The geometry in XYZ format:
```
84
Properties=species:S:1:pos:R:3:forces:R:3
Ir 1.1407 -0.3424 0.5578 -0.441 -0.680 1.131
O 1.6379 -1.8207 -0.9186 0.820 0.139 0.267
C 0.6196 -2.5649 -1.5551 -0.368 0.026 0.063
C 0.8745 -3.2811 -2.7028 0.013 -0.174 -0.214
C -0.1577 -4.0069 -3.2907 0.030 0.111 0.137
C -1.4226 -4.0159 -2.7243 0.012 -0.009 0.023
C -1.6552 -3.2896 -1.5674 -0.120 -0.030 0.052
C -0.6448 -2.5418 -0.9700 -0.070 0.052 0.066
P -0.9116 -1.5445 0.5262 0.598 0.453 -1.144
C -2.5134 -0.7512 0.4821 0.022 0.028 0.133
C -3.0852 -0.3481 1.6929 -0.010 0.035 -0.056
C -4.2590 0.3866 1.6860 -0.011 0.004 0.112
C -4.8662 0.7167 0.4821 0.016 -0.025 -0.104
C -4.2911 0.3231 -0.7191 -0.047 -0.020 -0.004
C -3.1090 -0.4009 -0.7257 -0.057 -0.095 0.033
C -0.8368 -2.6503 1.9329 0.030 -0.010 0.132
C 0.4153 -2.9036 2.4986 -0.174 0.064 -0.044
C 0.5342 -3.7936 3.5525 0.052 0.015 0.007
C -0.5990 -4.4307 4.0403 0.023 0.012 0.006
C -1.8445 -4.1831 3.4782 -0.041 -0.048 0.011
C -1.9718 -3.2959 2.4221 0.124 0.023 0.011
C 2.7848 -1.4334 -1.6785 -0.230 0.165 -0.058
C 3.7608 -2.3349 -2.0075 0.147 -0.061 -0.084
C 4.8510 -1.8712 -2.7486 -0.178 0.096 0.075
C 4.9255 -0.5387 -3.1286 -0.056 -0.073 0.060
C 3.9396 0.3626 -2.7349 0.154 0.131 -0.084
C 2.8610 -0.0800 -1.9902 -0.283 -0.242 0.240
P 1.6193 0.9658 -1.1742 -0.809 -0.135 -1.106
C 0.1275 0.9783 -2.2246 0.156 0.100 -0.018
C -0.9525 1.8249 -1.9478 0.040 -0.106 -0.022
C -2.0766 1.8143 -2.7544 0.023 0.127 0.003
C -2.1538 0.9480 -3.8353 0.005 -0.025 -0.061
C -1.0962 0.0951 -4.1114 -0.016 0.013 -0.036
C 0.0416 0.1159 -3.3173 0.015 0.145 0.010
C 2.2640 2.6306 -1.1137 0.106 0.019 0.198
C 3.5330 2.8495 -0.5653 0.031 0.040 0.021
C 4.0893 4.1140 -0.5941 -0.011 0.067 -0.014
C 3.3914 5.1720 -1.1660 -0.006 -0.063 0.007
C 2.1451 4.9535 -1.7343 0.027 0.038 0.012
C 1.5788 3.6889 -1.7152 0.024 0.079 -0.103
H 1.8545 -3.2818 -3.1553 -0.059 -0.015 -0.018
H 0.0407 -4.5668 -4.1945 0.006 -0.003 0.006
H -2.2202 -4.5882 -3.1763 -0.012 0.005 0.001
H -2.6416 -3.2868 -1.1179 -0.004 -0.029 -0.037
H -2.6242 -0.6121 2.6373 0.003 0.026 0.030
H -4.7033 0.6909 2.6247 -0.001 -0.004 0.003
H -5.7938 1.2734 0.4765 0.000 0.005 0.018
H -4.7695 0.5720 -1.6571 -0.010 0.015 0.000
H -2.6589 -0.6993 -1.6640 -0.008 -0.001 0.001
H 1.3062 -2.4145 2.1056 0.106 -0.054 0.019
H 1.5033 -3.9908 3.9898 0.005 -0.006 0.005
H -0.5093 -5.1256 4.8640 -0.006 -0.004 0.004
H -2.7197 -4.6867 3.8650 -0.008 -0.002 -0.003
H -2.9421 -3.0994 1.9862 -0.040 -0.032 0.011
H 3.6779 -3.3686 -1.7011 0.061 -0.013 0.012
H 5.6398 -2.5586 -3.0198 0.004 -0.009 -0.008
H 5.7686 -0.1912 -3.7086 0.002 0.018 0.000
H 4.0297 1.4116 -2.9853 0.014 0.011 -0.007
H -0.9061 2.5295 -1.1296 -0.037 0.006 0.002
H -2.8925 2.4920 -2.5407 0.006 0.003 -0.002
H -3.0303 0.9494 -4.4701 0.006 -0.003 0.000
H -1.1374 -0.5654 -4.9677 -0.007 -0.008 0.018
H 0.8789 -0.5065 -3.5861 0.112 -0.132 -0.012
H 4.0886 2.0312 -0.1291 -0.045 0.113 -0.029
H 5.0714 4.2718 -0.1705 0.009 0.020 -0.004
H 3.8276 6.1615 -1.1829 0.006 0.010 -0.005
H 1.6135 5.7651 -2.2117 0.000 0.014 0.007
H 0.6334 3.5384 -2.2134 0.060 0.016 0.034
N -1.8219 3.9640 5.3661 0.149 0.075 -0.128
C -1.8258 2.6477 5.1480 -0.179 -0.069 0.215
S -2.7701 1.5593 5.9256 0.007 -0.026 -0.033
C -0.9553 2.1354 4.0546 0.069 0.021 0.021
C -1.2014 2.4919 2.7347 0.025 -0.075 0.013
C -0.5366 1.8235 1.7293 -0.021 0.112 -0.015
N 0.4062 0.9084 1.9789 0.156 -0.150 0.217
C 0.7134 0.6251 3.2626 -0.083 0.082 0.059
C 0.0363 1.1929 4.3168 -0.026 0.088 -0.106
H -2.4126 4.3427 6.0905 -0.010 -0.026 0.011
H -1.1465 4.5734 4.9337 -0.015 0.001 0.007
H -1.9646 3.2150 2.4835 -0.013 0.001 -0.017
H -0.7929 1.9827 0.6949 0.043 -0.007 0.004
H 1.4994 -0.0961 3.4301 0.045 -0.005 -0.045
H 0.2613 0.8896 5.3290 -0.011 0.004 0.015
Br 3.4383 0.0835 1.3184 0.161 -0.158 0.077
```
Forces are in eV/Å.

=====

This record from the OMol25 dataset describes a 2-piece molecular cluster, C3H3Cl3S2 overall in a non-equilibrium geometry. The level of theory is wB97M-V/def2-TZVPD.

Output
Net charge = 0
LUMO = -0.34 eV
HOMO-LUMO gap = 8.271 eV
2S+1 = 1

The geometry in XYZ format:
```
11
Properties=species:S:1:pos:R:3:forces:R:3
C 0.7162 -1.3557 0.0413 -0.904 3.188 -0.266
C -1.7768 -0.0514 -0.0173 1.056 -0.729 -3.416
C 1.2716 0.7589 0.0975 0.294 -2.306 -0.725
S 1.9616 -2.2504 0.0144 1.428 -1.331 0.095
S -0.9366 -1.6992 -0.1464 0.009 1.254 0.367
Cl 0.9229 1.4835 -1.4711 -0.406 -0.042 0.053
Cl 3.0068 0.6395 0.2360 -0.121 0.011 0.278
Cl 0.5799 1.6144 1.4210 0.015 0.433 0.577
H -1.3272 0.6527 0.5815 0.742 0.662 2.247
H -2.7626 -0.3130 0.2284 -1.371 0.070 0.267
H -1.6557 0.5207 -0.9854 -0.743 -1.210 0.522
```
Forces are in eV/Å.

=====

This record from the OMol25 dataset describes a 2-piece molecular cluster, C5H12O overall in a non-equilibrium geometry. The level of theory is wB97M-V/def2-TZVPD.

Output
Net charge = 0
LUMO = 1.06 eV
SMILES = C=C(C)COC.[H][H]
HOMO-LUMO gap = 10.154 eV
2S+1 = 1

The geometry in XYZ format:
```
18
Properties=species:S:1:pos:R:3:forces:R:3
C -1.6369 -0.5322 -1.3159 0.750 0.544 0.061
C -0.8285 0.1164 -0.4539 -1.479 -2.772 -0.248
C -1.3253 1.1789 0.4149 2.583 3.504 -2.127
C 0.5587 -0.3986 -0.1891 -0.063 -0.263 -0.098
O 1.4793 0.6639 -0.1575 -0.044 0.193 -0.012
C 2.7722 0.2445 0.1843 0.390 -0.061 0.094
H -1.2705 -1.3414 -1.9410 0.038 0.157 -0.007
H -2.6614 -0.2104 -1.4827 0.076 -0.135 0.210
H -0.5921 1.9768 -0.1542 -1.732 -0.697 2.010
H -1.0361 1.1855 1.4589 0.058 -0.280 0.065
H -2.3241 1.5585 0.2359 -0.206 -0.427 0.033
H 0.8461 -1.1326 -0.9599 -0.076 0.115 0.101
H 0.5635 -0.9241 0.7834 -0.007 0.085 -0.067
H 2.8031 -0.2197 1.1841 -0.069 0.078 -0.164
H 3.4104 1.1309 0.1892 -0.073 -0.128 0.004
H 3.1794 -0.4785 -0.5416 -0.132 0.112 0.086
H -2.1222 -1.5995 2.0029 -0.015 -0.022 -0.297
H -2.1225 -1.5856 1.2502 0.003 -0.003 0.356
```
Forces are in eV/Å.

=====

This record from the OMol25 dataset describes C28H45N2O2PS2W as an isolated structure. The level of theory is wB97M-V/def2-TZVPD.

Output
⟨S²⟩ = 0.762
Net charge = +1
LUMO (spin up / spin down) = -2.98 / -3.85 eV
HOMO-LUMO gap (spin up / spin down) = 7.956 / 7.152 eV
2S+1 = 2

The geometry in XYZ format:
```
81
Properties=species:S:1:pos:R:3:forces:R:3
W 0.0217 -0.8317 0.1752 0.475 0.214 0.343
C -1.2009 4.5697 -0.6708 -0.009 0.016 -0.020
C 0.2832 4.3813 -0.5002 -0.003 -0.021 0.007
O 0.5145 3.3412 0.5098 0.008 -0.019 -0.010
P 1.2249 1.9973 0.1315 -0.164 -0.228 0.044
S 1.0994 0.7559 1.7144 0.079 0.256 0.157
S 0.3075 1.0011 -1.3699 0.125 0.370 -0.386
O 2.6899 2.3102 -0.3281 0.046 -0.007 -0.023
C 3.7756 2.6433 0.5963 -0.034 -0.021 -0.001
C 3.6291 4.0308 1.1701 0.006 0.019 -0.008
H -1.3848 5.3735 -1.3843 0.005 0.002 0.003
H -1.6646 4.8366 0.2779 0.000 -0.003 -0.001
H -1.6659 3.6594 -1.0485 0.004 0.002 0.007
H 0.7770 5.2708 -0.1153 -0.005 0.006 0.001
H 0.7694 4.0913 -1.4337 -0.002 0.001 -0.002
H 4.6684 2.5478 -0.0148 0.008 0.001 -0.001
H 3.7938 1.8744 1.3701 0.011 0.004 0.009
H 3.5663 4.7724 0.3738 -0.006 0.001 0.005
H 4.5075 4.2590 1.7743 0.002 -0.010 0.000
H 2.7500 4.1148 1.8087 0.002 0.002 -0.003
C 4.7015 -3.2188 2.9384 0.012 0.034 -0.003
C 3.2898 -2.9508 2.4986 0.107 -0.016 0.030
C 2.2650 -2.8498 3.4568 -0.061 0.021 0.082
C 0.9577 -2.6481 3.0962 -0.177 0.036 -0.057
C -0.1386 -2.6044 4.1180 -0.001 -0.022 0.014
C 0.6538 -2.5485 1.7152 0.020 -0.035 -0.207
C 1.6852 -2.5953 0.7379 -0.126 0.012 0.105
C 3.0100 -2.7982 1.1599 -0.014 0.041 -0.089
N 1.2513 -2.2116 -0.5229 0.082 -0.262 -0.288
C 1.9910 -2.4994 -1.7818 0.059 0.058 -0.020
C 2.5143 -3.9384 -1.7562 0.021 -0.040 -0.024
C 1.0118 -2.3629 -2.9410 -0.012 -0.018 0.027
C 3.1264 -1.4891 -1.9766 -0.006 -0.013 -0.019
H 4.7903 -3.2170 4.0226 -0.003 0.001 0.000
H 5.3807 -2.4657 2.5370 0.004 -0.011 -0.002
H 5.0372 -4.1895 2.5706 -0.010 -0.006 0.000
H 2.5155 -2.9724 4.5034 -0.013 0.007 0.002
H 0.2362 -2.8802 5.1015 -0.005 -0.009 -0.003
H -0.9481 -3.2866 3.8529 0.000 0.009 -0.009
H -0.5669 -1.6041 4.1869 0.008 0.012 0.008
H -0.3866 -2.6924 1.3762 0.231 -0.368 0.271
H 3.8158 -2.8419 0.4442 -0.009 0.025 0.006
H 1.7702 -4.6095 -1.3239 -0.011 -0.002 -0.027
H 3.4425 -4.0441 -1.1967 -0.047 -0.020 -0.002
H 2.7106 -4.2688 -2.7761 0.029 0.020 -0.003
H 0.2335 -3.1205 -2.8815 -0.031 -0.005 0.004
H 1.5456 -2.4905 -3.8830 0.008 -0.003 0.008
H 0.5454 -1.3775 -2.9573 -0.008 0.019 0.011
H 3.8167 -1.4748 -1.1350 0.014 -0.005 0.027
H 2.7232 -0.4832 -2.1053 0.011 -0.013 0.004
H 3.6952 -1.7428 -2.8724 -0.008 -0.008 -0.003
C -2.4640 -2.2592 -2.8799 0.018 -0.020 -0.006
C -2.9176 -3.1743 -1.7395 0.014 0.026 -0.004
C -1.8215 -4.0941 -1.1991 -0.018 -0.034 -0.004
C -3.6457 -2.3740 -0.6786 0.017 0.020 0.050
C -5.0093 -2.6063 -0.5436 0.024 -0.020 -0.001
C -5.7869 -1.8789 0.3362 -0.050 0.008 0.012
C -5.2057 -0.8790 1.0931 -0.008 0.009 0.008
C -3.8490 -0.5966 1.0048 0.018 -0.029 -0.008
C -3.3263 0.5370 1.8685 -0.016 0.036 0.002
C -2.4009 0.0556 2.9839 0.013 0.013 0.036
C -2.7385 1.6995 1.0660 0.011 0.016 0.008
C -3.0600 -1.3727 0.1265 -0.043 0.142 -0.059
N -1.6851 -1.1140 0.0650 -0.579 -0.237 -0.048
H -2.0046 -2.8363 -3.6840 0.002 -0.010 0.005
H -1.7430 -1.5167 -2.5385 0.006 0.001 0.006
H -3.3197 -1.7258 -3.2954 0.002 -0.001 0.000
H -3.6753 -3.8391 -2.1611 -0.007 0.015 -0.006
H -0.9515 -3.5525 -0.8365 0.041 0.056 0.021
H -1.4828 -4.7673 -1.9900 0.003 0.006 0.005
H -2.2069 -4.7104 -0.3847 0.000 0.003 -0.008
H -5.4680 -3.3734 -1.1551 0.005 0.004 0.003
H -6.8469 -2.0794 0.4205 0.005 -0.005 0.004
H -5.8179 -0.2943 1.7684 0.006 0.005 0.003
H -4.2112 0.9398 2.3673 -0.006 -0.013 -0.001
H -1.4641 -0.3387 2.5930 -0.014 -0.020 0.005
H -2.8784 -0.7306 3.5709 -0.009 0.009 -0.003
H -2.1533 0.8814 3.6537 0.004 0.002 0.000
H -1.8321 1.4268 0.5267 -0.047 -0.003 0.016
H -2.4887 2.5246 1.7362 0.000 -0.005 -0.001
H -3.4602 2.0626 0.3324 -0.007 0.001 0.002
```
Forces are in eV/Å.

=====

This record from the OMol25 dataset describes one molecule with the formula C4H10NP in a non-equilibrium geometry. The level of theory is wB97M-V/def2-TZVPD.

Output
Net charge = 0
LUMO = -0.13 eV
SMILES = [H]/P=N/C(C)(C)C
HOMO-LUMO gap = 8.536 eV
2S+1 = 1

The geometry in XYZ format:
```
16
Properties=species:S:1:pos:R:3:forces:R:3
H -1.7071 1.5946 2.6772 -1.244 -0.398 1.785
P -0.7535 1.6487 1.7369 1.331 -0.093 -1.762
N -0.7445 0.1431 1.2732 -0.522 -0.526 -1.476
C -0.0483 -0.2751 -0.1022 1.714 2.677 4.078
C -0.5215 0.6985 -1.1025 -0.002 1.126 0.749
C 1.4918 0.1047 0.2138 -1.777 -1.077 3.138
C -0.3407 -1.6850 -0.3751 1.790 0.915 -0.826
H -0.0046 0.7183 -1.9970 1.055 -0.828 -2.205
H -1.5667 0.7119 -1.2869 -1.021 -0.144 -0.036
H -0.2077 1.6450 -0.7118 -0.339 0.947 0.217
H 1.9201 -0.6691 0.9979 -0.523 1.421 -1.952
H 1.4530 1.0821 0.7799 0.271 -1.007 -0.801
H 2.0329 0.2658 -0.6718 1.073 -0.324 -1.102
H 0.5132 -2.0303 -0.9043 0.755 -0.689 -0.862
H -0.3658 -2.2353 0.4941 -0.665 -1.306 1.865
H -1.1505 -1.7178 -1.0214 -1.894 -0.694 -0.809
```
Forces are in eV/Å.